# 1
Computed, not measured: a structure of composition C13H17IrN4O3S at a distorted geometry, with the ωB97M-V functional and the def2-TZVPD basis.

```
! wB97M-V def2-TZVPD RIJCOSX def2/J DEFGRID3
* xyz 2 5
Ir -0.4710 0.8996 -0.3645
C -3.1712 -0.3993 3.5290
O -2.9921 0.9879 3.2073
C -2.2813 1.2620 2.1514
O -1.7631 0.4048 1.4252
N -2.1395 2.5791 1.9025
N -1.3882 2.9687 0.7794
H -3.7643 -0.4059 4.4398
H -2.2012 -0.8754 3.6916
H -3.7002 -0.9087 2.7208
H -2.5738 3.2630 2.5144
H -0.6213 3.5839 1.0563
H -1.9754 3.4689 0.1078
O 0.6882 -0.0469 -2.1340
N 1.2635 0.6151 -3.0975
C 1.8996 -0.0570 -4.0699
C 2.5464 0.6057 -5.0891
C 2.5323 2.0019 -5.1173
C 1.8565 2.6812 -4.1249
C 1.2171 1.9735 -3.1025
S 0.3688 2.7494 -1.8236
H 1.8670 -1.1324 -3.9866
H 3.0578 0.0420 -5.8554
H 3.0382 2.5441 -5.9008
H 1.8062 3.7578 -4.1112
N -0.6853 -1.4985 -0.2989
C -0.0023 -1.9865 0.8276
C 1.0850 -1.2396 1.3131
C 1.7920 -1.6643 2.4148
C 1.4664 -2.8835 3.0124
C 0.3859 -3.6291 2.5430
C -0.3603 -3.1789 1.4713
H -1.6087 -1.9078 -0.4119
H -0.1474 -1.5968 -1.1605
H 1.3403 -0.3057 0.7949
H 2.6136 -1.0791 2.7972
H 2.0668 -3.2548 3.8282
H 0.1452 -4.5721 3.0121
H -1.1902 -3.7661 1.1087
*
```

Output
<S²> = 6.0360
orbital gap (alpha / beta) = 8.25 / 4.79 eV
lowest unoccupied orbital energy (alpha / beta) = -0.2259 / -0.3569 Ha
highest occupied orbital energy (alpha / beta) = -0.5290 / -0.5328 Ha
DFT total energy = -39514.5987 eV

# 2
Computed, not measured: an isolated molecule of C23H29N3O4, with the ωB97M-V functional and the def2-TZVPD basis.

```
! wB97M-V def2-TZVPD RIJCOSX def2/J DEFGRID3
* xyz 0 1
C -3.9188 -1.6848 -1.5469
C -2.7267 -2.5907 -1.2818
O -1.6084 -1.7865 -0.9631
C -0.3809 -2.4725 -0.9348
C -0.2306 -3.4536 0.2366
C 1.2438 -3.7092 0.5697
N 1.8476 -2.5276 1.1413
C 2.6006 -1.6816 0.4133
O 3.1009 -1.9471 -0.6584
C 2.7041 -0.2879 1.0887
N 1.4136 0.3598 0.8895
C 0.3419 0.0997 1.6703
O 0.4190 -0.6388 2.6456
C -0.9365 0.7212 1.2498
C -1.0243 1.8476 0.4363
C -2.2570 2.3204 0.0396
C -3.4299 1.6790 0.4393
N -4.6420 2.1898 -0.0260
C -5.9007 1.6683 0.1019
C -6.9444 2.5252 -0.5847
O -6.1619 0.6454 0.6884
C -3.3479 0.5760 1.2855
C -2.1120 0.1113 1.6801
C 3.8142 0.5420 0.5157
C 4.8688 0.9608 1.3150
C 5.8965 1.7168 0.7828
C 5.8990 2.0703 -0.5605
C 7.0260 2.8679 -1.1423
C 4.8447 1.6435 -1.3578
C 3.8136 0.8895 -0.8297
H -4.1617 -1.1165 -0.6543
H -4.7799 -2.2819 -1.8338
H -3.6819 -0.9891 -2.3477
H -2.9545 -3.2774 -0.4542
H -2.5017 -3.1946 -2.1756
H -0.2174 -3.0029 -1.8857
H 0.3700 -1.6837 -0.8512
H -0.7210 -3.0216 1.1126
H -0.7167 -4.4017 0.0024
H 1.8050 -3.9632 -0.3324
H 1.3251 -4.5298 1.2880
H 1.3871 -2.1496 1.9665
H 2.8363 -0.4253 2.1675
H 1.2961 0.8619 0.0242
H -0.1371 2.3808 0.1256
H -2.3171 3.1958 -0.5931
H -4.5564 3.0325 -0.5782
H -6.9408 3.5305 -0.1686
H -6.7386 2.5844 -1.6516
H -7.9236 2.0802 -0.4357
H -4.2489 0.0909 1.6214
H -2.0363 -0.7444 2.3330
H 4.8854 0.6942 2.3621
H 6.7093 2.0362 1.4195
H 7.4835 3.5031 -0.3873
H 7.7935 2.1966 -1.5286
H 6.6788 3.4888 -1.9651
H 4.8333 1.9017 -2.4071
H 3.0178 0.5500 -1.4759
*
```

Output
orbital gap = 9.27 eV
lowest unoccupied orbital energy = 0.0206 Ha
structure (SMILES) = CCOCCCNC(=O)[C@H](NC(=O)c1ccc(NC(C)=O)cc1)c1ccc(C)cc1
highest occupied orbital energy = -0.3200 Ha
DFT total energy = -36983.9412 eV
energy above the lowest of the compared OMol25 structures with the same formula, charge and spin = 11.7 kJ/mol

# 3
Computed, not measured: a cluster of 10 separate species, C35H95N5O10 in total at a distorted geometry, with the ωB97M-V functional and the def2-TZVPD basis.

```
! wB97M-V def2-TZVPD RIJCOSX def2/J DEFGRID3
* xyz 0 1
C 6.2423 -1.5114 3.1194
O 5.0806 -2.2559 3.4164
C 4.0027 -1.3669 3.7125
C 2.8638 -2.0925 4.3734
C 2.4804 -3.3772 3.6059
N 1.6377 -1.3430 4.5168
H 6.0495 -0.8923 2.2513
H 7.0427 -2.2394 2.8628
H 6.4480 -0.8392 3.9860
H 4.3923 -0.5326 4.3353
H 3.6671 -0.8830 2.8138
H 3.2240 -2.4469 5.3481
H 3.2897 -4.1073 3.4516
H 2.1225 -3.0569 2.6444
H 1.6405 -3.8853 4.1346
H 1.7654 -0.6603 5.2419
H 1.4705 -0.7845 3.6560
C 0.6014 3.4221 -4.1919
O 1.8828 3.6606 -3.6272
C 2.7855 2.5775 -3.9644
C 2.6937 1.1565 -3.2408
C 2.5825 1.4733 -1.7387
N 3.9738 0.4619 -3.4829
H 0.1859 2.5244 -3.7725
H 0.8167 3.3294 -5.2824
H -0.0037 4.3181 -3.9484
H 2.6866 2.3110 -5.0250
H 3.7892 2.8226 -3.7409
H 1.8485 0.6357 -3.5835
H 1.8807 2.3354 -1.4678
H 3.5832 1.8634 -1.4753
H 2.2967 0.5889 -1.1416
H 3.8839 -0.4181 -2.9580
H 4.0575 0.1931 -4.4646
C 1.2210 -5.8128 -0.2997
O 0.7234 -5.0802 0.7597
C -0.6074 -5.3720 1.0796
C -0.7971 -6.4828 2.0871
C -2.2633 -6.7650 2.2207
N -0.2987 -6.0160 3.3662
H 2.2979 -5.5704 -0.3626
H 0.8673 -5.4131 -1.2336
H 1.0991 -6.8655 -0.1612
H -1.1253 -4.5238 1.5917
H -1.1618 -5.6227 0.1686
H -0.2713 -7.4139 1.7291
H -2.7526 -5.8350 2.4871
H -2.4446 -7.4578 3.0372
H -2.7028 -7.1315 1.2994
H -0.3010 -6.7273 4.0826
H 0.6837 -5.8032 3.2937
C 3.2392 2.4512 1.4168
O 2.5668 2.6332 2.6644
C 2.9021 3.8694 3.3777
C 2.2907 3.9169 4.7461
C 2.5658 5.2740 5.4056
N 2.6249 2.7510 5.6064
H 3.1026 3.4117 0.8321
H 2.7578 1.6234 0.8859
H 4.3004 2.2572 1.5384
H 3.9965 3.8956 3.2644
H 2.4868 4.7520 2.8701
H 1.2079 3.9195 4.5088
H 3.6511 5.3659 5.6444
H 2.0546 5.2530 6.3762
H 2.1470 6.0162 4.7145
H 2.2668 1.9211 5.1292
H 3.6131 2.5920 5.7134
C -3.4126 -1.4883 -5.2153
O -3.5590 -0.5600 -4.1372
C -3.2371 0.7121 -4.5866
C -4.5974 1.4693 -4.7383
C -4.3492 2.8968 -5.2736
N -5.3588 1.4663 -3.4509
H -3.6524 -2.5004 -4.8562
H -2.3412 -1.4070 -5.4782
H -4.0392 -1.2785 -6.0653
H -2.5790 1.1425 -3.8656
H -2.7761 0.7272 -5.5452
H -5.1411 0.8899 -5.5300
H -4.1380 2.7202 -6.3337
H -3.5309 3.4113 -4.8239
H -5.2502 3.5309 -5.2220
H -4.9105 2.1038 -2.7713
H -5.3111 0.5676 -2.9719
C 0.0733 5.6718 1.0879
C 0.2977 4.6020 0.0012
C -1.0362 4.0252 -0.4779
O 1.0148 5.3080 -1.0494
H -0.7005 5.3560 1.7781
H -0.2631 6.5833 0.6110
H 0.9880 5.9262 1.6376
H 0.8741 3.8106 0.4445
H -1.6310 4.7723 -0.9937
H -1.6523 3.5800 0.3091
H -0.9244 3.1829 -1.1330
H 1.2710 4.6576 -1.7099
C -4.7916 -1.8915 -0.5255
C -5.4468 -0.8775 0.3206
C -5.6918 -1.3239 1.7601
O -4.5077 0.2237 0.2106
H -5.2733 -2.8727 -0.5623
H -3.8058 -2.0152 -0.1813
H -4.7372 -1.5707 -1.5660
H -6.4321 -0.5363 -0.0156
H -5.9174 -0.5331 2.4780
H -4.9325 -1.9549 2.2192
H -6.5522 -1.9767 1.6667
H -4.7294 0.8562 0.8936
C 0.7291 -0.8507 -5.2271
C 1.0923 -1.9284 -4.2035
C 0.1974 -3.1368 -4.3766
O 2.4636 -2.3154 -4.4892
H 0.7119 -1.3024 -6.2139
H 1.4094 0.0203 -5.2575
H -0.2624 -0.3958 -5.0181
H 1.1113 -1.4162 -3.2026
H -0.8007 -2.9866 -4.0541
H 0.5396 -3.9860 -3.7466
H 0.3725 -3.4619 -5.4579
H 2.7378 -2.9108 -3.7889
C -1.1809 2.6594 3.0847
C -0.6270 1.3443 3.6526
C -1.6626 0.2997 3.8633
O 0.4832 0.8308 2.8670
H -0.4665 3.5014 3.0004
H -1.9966 3.0562 3.7197
H -1.6639 2.4160 2.1216
H -0.2757 1.7052 4.6299
H -2.5348 0.8016 4.2973
H -1.2834 -0.5314 4.4778
H -1.9314 -0.1979 2.9266
H 1.0960 1.5910 2.8181
C -1.4350 -0.0083 -1.7027
C -0.8413 -0.6160 -0.3969
C -0.1723 -1.9831 -0.5266
O 0.1712 0.3156 0.0751
H -1.9832 0.9530 -1.6318
H -2.1966 -0.6370 -2.1699
H -0.5589 0.0858 -2.4049
H -1.6158 -0.7472 0.3535
H 0.6782 -1.9245 -1.2604
H -0.8472 -2.7579 -0.8617
H 0.2518 -2.1487 0.5082
H 0.0758 0.2639 1.0531
*
```

Output
orbital gap = 9.50 eV
lowest unoccupied orbital energy = 0.0192 Ha
structure (SMILES) = COC[C@H](C)N.COC[C@H](C)N.COC[C@H](C)N.COC[C@H](C)N.COC[C@H](C)N.CC(C)O.CC(C)O.CC(C)O.CC(C)O.CC(C)O
highest occupied orbital energy = -0.3299 Ha
DFT total energy = -65756.9654 eV
energy above the lowest of the compared OMol25 structures with the same formula, charge and spin = 76.2 kJ/mol

# 4
Computed, not measured: an isolated molecule of C5H12N2 at a distorted geometry, with the ωB97M-V functional and the def2-TZVPD basis.

```
! wB97M-V def2-TZVPD RIJCOSX def2/J DEFGRID3
* xyz 0 1
H -1.6887 -1.3331 -2.3486
N -0.8118 -1.2359 -1.8211
C -0.8803 -0.3232 -0.9280
C -2.1294 0.4741 -0.6682
C 0.6587 0.1601 -0.2046
C 0.5937 1.5372 0.4173
C 0.6203 -1.0084 0.6822
N 2.1693 -0.8016 1.2892
H -2.9928 -0.1891 -0.5620
H -2.0898 1.0586 0.2526
H -2.3207 1.1690 -1.4923
H 1.3554 0.0873 -1.0391
H 0.0792 1.5224 1.3822
H 1.6034 1.9169 0.5902
H 0.0579 2.2420 -0.2249
H -0.0546 -0.9249 1.5324
H 0.6552 -1.9869 0.2102
H 2.3049 -1.1305 2.2444
H 2.8701 -1.2340 0.6881
*
```

Output
orbital gap = 9.90 eV
lowest unoccupied orbital energy = 0.0373 Ha
structure (SMILES) = [H]/N=C(\C)[C@@H](C)CN
highest occupied orbital energy = -0.3264 Ha
DFT total energy = -8357.8444 eV
energy above the lowest of the compared OMol25 structures with the same formula, charge and spin = 221.1 kJ/mol

# 5
Computed, not measured: an isolated molecule of C6H10, with the ωB97M-V functional and the def2-TZVPD basis.

```
! wB97M-V def2-TZVPD RIJCOSX def2/J DEFGRID3
* xyz 0 1
C 3.0467 0.7514 -0.2430
C 1.6700 0.2793 -0.1133
C 0.5361 -0.1113 0.0036
C -0.8303 -0.5760 0.2892
C -1.5911 -1.0224 -0.9653
C -1.5993 0.5144 1.0466
H 3.4757 0.9788 0.7369
H 3.6796 -0.0012 -0.7203
H 3.0848 1.6619 -0.8445
H -0.7297 -1.4475 0.9506
H -1.8211 -0.1645 -1.6066
H -2.5378 -1.4969 -0.6819
H -1.0090 -1.7394 -1.5514
H -1.7933 1.3691 0.3888
H -2.5603 0.1319 1.4076
H -1.0209 0.8723 1.9032
*
```

Output
orbital gap = 10.42 eV
lowest unoccupied orbital energy = 0.0393 Ha
structure (SMILES) = CC#CC(C)C
highest occupied orbital energy = -0.3436 Ha
DFT total energy = -6382.6652 eV
energy above the lowest of the compared OMol25 structures with the same formula, charge and spin = 115.2 kJ/mol

# 6
Computed, not measured: a structure of composition C44H112N8O18PSn at a distorted geometry, with the ωB97M-V functional and the def2-TZVPD basis.

```
! wB97M-V def2-TZVPD RIJCOSX def2/J DEFGRID3
* xyz -1 1
Sn 2.8463 -0.9720 -3.7507
P -1.0619 -0.2051 -0.0464
O -2.0147 -0.2038 1.1373
O 0.3938 -0.1719 0.4696
O -1.1667 0.8951 -1.1648
O -1.0752 -1.5990 -0.7422
C -10.0538 1.2061 -0.8304
O -8.7620 1.3959 -1.4036
C -8.1141 2.5703 -0.9871
C -6.6771 2.5085 -1.5561
N -6.0300 3.8257 -1.7633
C -5.9579 4.5467 -0.5182
C -5.1478 5.8383 -0.5740
O -5.9650 6.9898 -0.6659
C -6.5534 7.4609 0.5167
H -10.6291 0.5032 -1.4328
H -10.6378 2.1262 -0.8086
H -9.8654 0.7722 0.1516
H -7.9730 2.7176 0.0836
H -8.6840 3.4508 -1.2839
H -6.6868 2.1595 -2.5887
H -6.0494 1.8350 -0.9725
H -5.1064 3.4204 -1.7100
H -5.3499 3.8910 0.1052
H -6.9445 4.7963 -0.1276
H -4.4439 5.8509 -1.4062
H -4.5602 5.9015 0.3419
H -6.9094 8.4905 0.4799
H -5.8676 7.3929 1.3612
H -7.4083 6.8404 0.7854
C 3.4140 -3.7357 6.3267
O 3.3852 -5.1571 6.0577
C 3.8008 -5.9192 7.1956
C 3.5561 -7.4312 6.8725
N 2.1014 -7.6289 6.8149
C 1.7013 -8.9868 6.3835
C 0.1229 -9.0696 6.2312
O -0.4226 -8.0523 5.3938
C -1.7895 -8.1564 5.3306
H 4.4252 -3.4557 6.6222
H 2.7647 -3.3898 7.1310
H 3.2663 -3.1885 5.3957
H 3.1703 -5.6832 8.0529
H 4.8202 -5.7596 7.5470
H 3.9160 -8.0505 7.6941
H 4.0157 -7.7346 5.9319
H 1.8966 -7.5844 7.8029
H 2.0646 -9.7371 7.0858
H 2.3135 -9.1859 5.5039
H -0.3137 -9.0205 7.2287
H -0.0752 -10.0536 5.8064
H -2.2637 -8.4095 6.2788
H -2.1016 -8.9464 4.6475
H -2.1866 -7.2238 4.9298
C -8.0277 -7.0086 2.8269
O -7.1539 -6.1098 2.1760
C -7.3052 -6.2271 0.7098
C -6.2447 -5.4716 -0.0542
N -4.9085 -6.1624 -0.0674
C -4.6847 -7.2105 -1.0457
C -3.4122 -8.0389 -0.7123
O -3.2431 -9.1291 -1.6071
C -2.1208 -9.9929 -1.3477
H -9.0495 -6.6552 2.6886
H -7.8252 -6.9177 3.8941
H -7.9884 -8.0684 2.5748
H -8.2795 -5.7687 0.5401
H -7.2212 -7.2393 0.3141
H -6.1455 -4.4796 0.3866
H -6.5166 -5.3036 -1.0962
H -4.2846 -5.4216 -0.3537
H -4.8277 -6.8501 -2.0644
H -5.5103 -7.9111 -0.9211
H -3.4581 -8.3268 0.3380
H -2.5010 -7.4409 -0.7246
H -2.1345 -10.3996 -0.3366
H -1.2227 -9.3985 -1.5156
H -2.1393 -10.8908 -1.9654
C 6.5256 -3.5015 -6.5160
O 6.8351 -2.6545 -5.4055
C 8.0909 -3.0708 -4.7959
C 8.8434 -1.8659 -4.3353
N 8.0906 -1.1139 -3.3580
C 8.3150 -1.6528 -2.0341
C 7.5456 -0.8791 -0.8526
O 8.0504 0.4434 -0.8813
C 7.1824 1.2734 -0.0748
H 7.1148 -3.2434 -7.3960
H 5.5026 -3.2636 -6.8073
H 6.5633 -4.5784 -6.3517
H 8.6994 -3.5624 -5.5550
H 7.8804 -3.6693 -3.9095
H 9.0195 -1.2628 -5.2260
H 9.8356 -2.0899 -3.9436
H 8.4713 -0.1792 -3.3190
H 9.3729 -1.5805 -1.7820
H 8.1918 -2.7351 -2.0728
H 7.7466 -1.2918 0.1361
H 6.4934 -1.0004 -1.1101
H 7.1279 0.8867 0.9428
H 6.2194 1.2760 -0.5855
H 7.5372 2.3040 -0.0656
C -0.1099 4.3829 -8.1211
O -0.3760 2.9718 -7.7872
C -1.5986 2.8420 -7.1290
C -2.2090 1.4452 -7.4047
N -1.5577 0.4038 -6.5607
C -2.2279 -0.9045 -6.6632
C -1.5085 -1.8787 -7.6349
O -0.2451 -2.4158 -7.1557
C -0.4226 -3.4502 -6.1899
H -0.3332 5.0130 -7.2601
H -0.6951 4.7079 -8.9813
H 0.9432 4.5904 -8.3106
H -2.3569 3.6131 -7.2650
H -1.4415 2.9627 -6.0572
H -2.0286 1.2479 -8.4614
H -3.2753 1.3281 -7.2112
H -1.6343 0.6653 -5.5882
H -3.2524 -0.8095 -7.0231
H -2.2277 -1.3939 -5.6892
H -1.3049 -1.2920 -8.5307
H -2.1620 -2.6889 -7.9582
H -0.8404 -3.0207 -5.2793
H 0.5694 -3.8231 -5.9349
H -0.9660 -4.3313 -6.5310
C 5.1496 5.7611 -2.6609
O 6.3121 5.1344 -3.2222
C 6.9702 6.0908 -4.0649
C 8.3892 5.6431 -4.3873
N 9.1721 5.4332 -3.1477
C 9.2552 6.6275 -2.3169
C 10.0060 7.8012 -2.9752
O 9.3095 8.5808 -3.9601
C 10.1351 9.6472 -4.3752
H 4.4603 6.1855 -3.3909
H 5.5019 6.6325 -2.1090
H 4.5632 5.1209 -2.0019
H 7.0112 7.1139 -3.6911
H 6.4259 6.2741 -4.9913
H 8.8977 6.3453 -5.0480
H 8.2861 4.7047 -4.9320
H 8.6792 4.7901 -2.5447
H 9.9215 6.3732 -1.4927
H 8.2948 6.8719 -1.8629
H 10.8866 7.3760 -3.4569
H 10.4185 8.4979 -2.2455
H 10.9613 9.3132 -5.0028
H 10.5233 10.2890 -3.5843
H 9.5596 10.3216 -5.0092
C 1.7389 3.8908 6.8550
C 0.6575 4.0191 5.8491
C 1.0918 4.9940 4.6931
O 1.5204 6.2126 5.1904
C 2.0657 7.1040 4.1695
N 0.4626 2.6519 5.2968
H 1.5804 3.2662 7.7341
H 1.9839 4.8910 7.2123
H 2.6218 3.5675 6.3035
H -0.2355 4.4243 6.3250
H 0.2245 5.0545 4.0357
H 1.8274 4.4106 4.1393
H 2.6106 6.6190 3.3596
H 2.7565 7.8255 4.6059
H 1.2147 7.5915 3.6938
H -0.4106 2.5435 4.8010
H 1.0765 2.6764 4.4951
C -8.1915 0.4684 6.6190
C -7.2687 0.9027 5.5112
C -6.4459 2.2120 5.9036
O -7.2959 3.3513 6.0840
C -6.5825 4.5319 6.3142
N -6.3357 -0.1778 5.4116
H -7.5974 0.4997 7.5324
H -8.6614 -0.5064 6.4884
H -9.0266 1.1541 6.7622
H -7.8334 1.0460 4.5900
H -5.8493 2.4783 5.0311
H -5.8743 2.0464 6.8168
H -7.1767 5.4108 6.0640
H -5.7486 4.6187 5.6177
H -6.2040 4.6285 7.3318
H -6.9265 -0.8977 5.0207
H -5.7754 0.1568 4.6406
*
```

Output
orbital gap = 2.88 eV
lowest unoccupied orbital energy = -0.0129 Ha
highest occupied orbital energy = -0.1188 Ha
DFT total energy = -111322.1193 eV

# 7
Computed, not measured: a cluster of 2 separate species, C6H15NO in total at a distorted geometry, with the ωB97M-V functional and the def2-TZVPD basis.

```
! wB97M-V def2-TZVPD RIJCOSX def2/J DEFGRID3
* xyz -1 2
C -0.0693 -0.6887 2.4844
C -0.8309 -0.2116 1.1705
C 0.0152 -0.6801 -0.0022
C -0.8799 -1.3003 -1.1268
C 0.1475 -0.0340 -2.8599
C -0.0536 -1.2051 -2.3745
N -1.0967 1.2561 1.0990
H -0.0293 -1.7655 2.5280
H -0.4225 -0.3826 3.5223
H 1.0053 -0.1953 2.4085
H -1.7234 -0.7194 1.3495
H 0.7709 -1.5882 0.1638
H 0.6836 0.1056 -0.2122
H -1.1448 -2.3913 -0.8165
H -1.8352 -0.8055 -1.1573
H 0.9797 0.2600 -3.6351
H -0.1731 0.9335 -2.3795
H 0.6442 -2.0380 -2.4974
H -0.5541 1.8361 0.4936
H -2.0298 1.4367 0.8082
H 2.2068 2.0635 1.7069
H 1.6862 2.7689 0.4126
O 2.2047 2.0510 0.7328
*
```

Output
<S²> = 0.7504
orbital gap (alpha / beta) = 2.66 / 9.17 eV
lowest unoccupied orbital energy (alpha / beta) = 0.1358 / 0.1323 Ha
highest occupied orbital energy (alpha / beta) = 0.0381 / -0.2048 Ha
DFT total energy = -9999.2451 eV
energy above the lowest of the compared OMol25 structures with the same formula, charge and spin = 257.2 kJ/mol